{"formula": "C36H89N7O2", "method": "ωB97M-V with the def2-TZVPD basis set", "homo_ev": -7.749, "fmax_ev_per_a": 4.70, "smiles": "CCN(CC)CC.CCN(CC)CC.CCN(CC)CC.CCN(CC)CC.CCN(CC)CC.CN(C)C=O.CN(C)C=O", "e_tot_ha": -1958.675754, "de_lowest_kj_mol": 292.6, "charge": 0, "homo_lumo_gap_ev": 8.373, "species": ["C", "C", "N", "C", "C", "C", "C", "H", "H", "H", "H", "H", "H", "H", "H", "H", "H", "H", "H", "H", "H", "H", "C", "C", "N", "C", "C", "C", "C", "H", "H", "H", "H", "H", "H", "H", "H", "H", "H", "H", "H", "H", "H", "H", "C", "C", "N", "C", "C", "C", "C", "H", "H", "H", "H", "H", "H", "H", "H", "H", "H", "H", "H", "H", "H", "H", "C", "C", "N", "C", "C", "C", "C", "H", "H", "H", "H", "H", "H", "H", "H", "H", "H", "H", "H", "H", "H", "H", "C", "C", "N", "C", "C", "C", "C", "H", "H", "H", "H", "H", "H", "H", "H", "H", "H", "H", "H", "H", "H", "H", "C", "O", "N", "C", "C", "H", "H", "H", "H", "H", "H", "H", "C", "O", "N", "C", "C", "H", "H", "H", "H", "H", "H", "H"], "positions_angstrom": [[-3.2480, -1.7395, 5.4767], [-2.5797, -2.1989, 4.2149], [-1.4835, -1.3346, 3.7712], [-1.9334, 0.0247, 3.5206], [-2.9757, 0.1919, 2.3799], [-0.7503, -1.9869, 2.6933], [0.1027, -3.1729, 3.2371], [-3.8009, -2.5830, 5.8901], [-4.0506, -1.0056, 5.4033], [-2.4853, -1.5599, 6.2344], [-2.0299, -3.0947, 4.5038], [-3.3866, -2.3401, 3.4958], [-2.3608, 0.3869, 4.4555], [-1.0472, 0.6007, 3.2543], [-3.2183, 1.2519, 2.3057], [-2.6727, -0.1287, 1.3832], [-3.8974, -0.3041, 2.6842], [-0.0696, -1.2515, 2.2645], [-1.4330, -2.2807, 1.8960], [0.5722, -3.0056, 4.2065], [0.8537, -3.4077, 2.4828], [-0.4749, -4.0906, 3.3482], [-0.5108, -4.2419, -2.0077], [0.8847, -4.2292, -2.6465], [1.9551, -4.2262, -1.6611], [3.2521, -3.9512, -2.2588], [3.3742, -2.5921, -2.9540], [2.0455, -5.4752, -0.9097], [2.4249, -5.1997, 0.5048], [-0.8222, -5.2205, -1.6424], [-1.3140, -3.9116, -2.6664], [-0.4189, -3.5594, -1.1628], [1.0170, -5.0171, -3.3880], [0.9086, -3.3381, -3.2737], [3.9634, -3.9363, -1.4330], [3.5138, -4.6952, -3.0112], [4.4100, -2.4324, -3.2535], [2.8212, -2.6676, -3.8902], [3.0767, -1.6511, -2.4913], [2.7339, -6.1401, -1.4313], [1.1118, -6.0350, -0.8555], [3.4538, -5.4438, 0.7693], [1.8068, -5.8414, 1.1327], [2.1646, -4.1867, 0.8116], [4.8604, 5.3308, -1.8342], [4.5919, 3.8732, -1.4893], [5.0657, 2.8740, -2.4264], [6.4836, 2.6426, -2.3200], [7.0842, 1.9261, -3.5192], [4.3756, 1.5838, -2.3186], [2.8741, 1.7099, -2.6436], [4.3331, 5.5849, -2.7537], [5.9097, 5.4680, -2.0953], [4.5248, 6.0363, -1.0741], [4.9786, 3.6604, -0.4926], [3.5065, 3.8411, -1.3952], [7.0695, 3.5592, -2.2523], [6.6296, 2.0687, -1.4048], [8.1576, 2.0766, -3.4040], [6.9722, 0.8423, -3.5470], [6.7596, 2.3105, -4.4861], [4.3437, 1.1736, -1.3093], [4.8515, 0.8332, -2.9497], [2.2521, 2.1802, -1.8820], [2.3652, 0.7752, -2.8791], [2.8583, 2.3076, -3.5550], [-8.2870, 1.0026, -0.9153], [-6.9897, 0.2408, -0.6198], [-6.0537, 0.0794, -1.7684], [-5.1363, 1.2162, -1.9927], [-4.0982, 1.3844, -0.9366], [-6.6858, -0.3622, -2.9942], [-7.0713, -1.8152, -2.9806], [-8.1774, 1.9399, -1.4608], [-8.8192, 1.3168, -0.0174], [-8.9414, 0.3525, -1.4962], [-6.3753, 0.7389, 0.1301], [-7.3198, -0.7015, -0.1826], [-5.8312, 2.0557, -2.0121], [-4.6865, 1.1812, -2.9849], [-3.5728, 0.4315, -0.8732], [-4.5222, 1.6129, 0.0412], [-3.3382, 2.1512, -1.0864], [-7.5481, 0.2780, -3.1802], [-6.0138, -0.1118, -3.8150], [-6.2583, -2.3109, -2.4501], [-8.0456, -2.0005, -2.5283], [-7.1073, -2.2275, -3.9890], [1.8588, 3.8861, 2.4707], [1.4724, 2.8955, 3.5556], [2.4600, 2.8777, 4.6874], [2.2554, 1.6872, 5.5924], [2.4919, 0.3951, 4.7827], [2.3349, 4.1157, 5.4695], [3.6070, 4.4077, 6.3223], [1.1040, 3.8382, 1.6858], [2.8277, 3.6187, 2.0489], [1.9829, 4.9275, 2.7677], [0.5170, 3.1417, 4.0189], [1.3960, 1.9092, 3.0978], [3.0660, 1.7062, 6.3208], [1.3197, 1.6511, 6.1504], [1.5197, 0.0942, 4.3924], [3.2541, 0.5706, 4.0236], [2.8054, -0.4510, 5.3942], [1.4966, 4.1358, 6.1659], [2.3048, 4.9705, 4.7938], [3.8149, 3.5146, 6.9116], [3.3672, 5.1998, 7.0316], [4.4421, 4.6946, 5.6833], [0.0353, -0.8076, -1.1131], [-1.0169, -0.3074, -1.4331], [0.8750, -0.2914, -0.2570], [2.1499, -0.9461, 0.2298], [0.6257, 0.9850, 0.3839], [0.3647, -1.7997, -1.4588], [3.0740, -0.4507, -0.0682], [2.1397, -1.9803, -0.1143], [2.1655, -1.0687, 1.3127], [-0.0589, 1.5083, -0.2837], [0.2693, 0.8945, 1.4100], [1.5238, 1.5967, 0.2983], [-3.6144, 0.0034, -5.6828], [-4.6538, -0.6066, -6.0610], [-2.8585, -0.3002, -4.6122], [-1.6795, 0.5426, -4.2723], [-3.2428, -1.3023, -3.6313], [-3.1779, 0.8116, -6.2899], [-1.6448, 0.9626, -3.2671], [-1.5622, 1.4066, -4.9264], [-0.8426, -0.0981, -4.5502], [-4.0186, -1.9228, -4.0798], [-2.3562, -1.8913, -3.3965], [-3.6456, -0.8149, -2.7434]], "forces_ev_per_angstrom": [[-0.4238, -0.7127, 1.0694], [0.8133, 0.3172, 0.6399], [-0.6838, -0.0250, 0.1973], [0.0179, -0.3708, -1.2292], [-0.0027, 0.3552, 0.8626], [0.5504, 0.1252, 1.0377], [-0.5826, -0.0718, -0.8685], [-0.0240, -0.3684, -0.0744], [0.5681, 0.6031, -0.1558], [-0.1573, 0.7118, 0.0563], [-0.6816, -0.5325, -0.4456], [0.2851, -0.4865, -0.6589], [0.1175, 0.2573, -0.0924], [0.0863, 0.2718, 0.2507], [-0.0252, 0.1109, -0.0602], [0.1862, -0.2260, 0.1589], [-0.1011, -0.1275, -0.2963], [0.0714, 0.1250, -0.0280], [0.0184, -0.4116, -0.3083], [0.0208, 0.4896, -0.1530], [0.2215, -0.0059, 0.1336], [-0.1982, 0.0263, -0.0517], [0.4262, -0.2651, 0.2504], [-0.7076, 0.0923, -0.5184], [-0.6030, 0.2510, -0.5978], [-0.0615, 1.5162, 0.7051], [0.0162, -0.1561, -1.1102], [-0.3390, 0.0482, -0.5587], [0.1522, -0.5844, 1.4977], [0.1696, -0.0300, 0.1194], [0.2444, 0.1571, -0.1438], [-0.4930, -0.1126, 0.1307], [-0.0582, -0.6201, -0.0904], [0.3560, 0.3247, 0.3047], [0.2313, -0.4662, -0.0485], [0.2586, -0.4081, 0.0047], [0.1520, -0.1663, 0.0202], [-0.0244, 0.2925, -0.1395], [-0.2991, -0.4053, 0.6512], [0.2888, -0.2823, 0.0955], [-0.2723, 0.4332, -0.5419], [0.1066, 0.3057, -0.0976], [0.1156, -0.0811, 0.2937], [0.2479, 0.0472, -0.2181], [0.4827, -0.2629, -1.1595], [-0.7327, 0.3307, 0.6158], [-0.5763, -0.0717, -0.6881], [0.1309, -0.1365, -0.3913], [0.6888, -0.4475, 0.1421], [-1.5677, 0.3034, 0.4930], [0.2831, 0.2108, -1.1050], [-0.1851, -0.0259, -0.0529], [0.1329, 0.3048, 0.3818], [0.2294, -0.2363, 0.1808], [0.2023, -0.0965, 0.4689], [-0.0337, -0.5171, -0.0677], [-0.4965, 0.2953, 0.3033], [0.6120, -0.1831, 0.3358], [0.1725, -0.0205, -0.4055], [-0.3282, -0.0224, 0.1647], [-0.0501, 0.2569, 0.1726], [0.8602, -0.0566, 0.6625], [-0.0480, 0.2672, -0.1245], [0.3328, 0.1732, 0.0774], [0.3384, -0.2918, 0.0637], [-0.5033, 0.1803, -0.0475], [-0.0923, 0.3151, -0.1512], [0.6882, 0.7952, -0.5022], [0.6089, -1.0669, 0.5497], [-1.9676, 0.6727, 0.0433], [0.5934, -0.5470, 0.8282], [-0.1741, 1.0915, -0.2331], [0.3116, -0.2602, -0.2343], [0.3489, -0.0652, -0.2698], [0.0707, -0.4021, 0.2635], [-0.1878, 0.1419, 0.0177], [-0.3426, 0.0409, 0.2465], [0.4739, -0.3636, -0.2346], [0.3305, 0.9721, -0.1859], [-0.0633, -0.4019, 0.0156], [0.2133, 0.0050, 0.2952], [-0.1060, -0.1493, 0.0370], [-0.1690, 0.1238, -0.5251], [-0.4412, 0.0199, -0.3109], [0.1207, -0.4641, -0.0529], [-0.2727, -0.4078, 0.1610], [0.1323, -0.0614, 0.2844], [-0.0309, 0.0870, -0.0797], [0.1850, -0.1059, -0.2202], [0.7697, 0.4143, 1.2258], [-0.9773, -0.5546, 0.4527], [1.7702, -0.0104, -1.1824], [-0.8665, 0.1565, 0.5094], [1.7913, 0.4110, 0.1407], [-1.0191, -0.6000, -0.1835], [0.0336, 0.1383, -0.1364], [0.0046, -0.2494, -0.1206], [-0.3579, -0.0735, 0.2681], [-0.5703, 0.0412, -0.3210], [0.1048, 0.0022, 0.2185], [-0.1312, 0.3430, 0.1677], [-0.3896, 0.2554, -0.1633], [0.1865, -0.1903, -0.6504], [-0.2224, -0.0415, -0.1302], [0.1245, 0.1752, 0.2466], [-0.5446, -0.1436, -0.1900], [-0.5967, -0.1458, -0.0760], [0.4564, 0.1344, -0.0073], [0.1605, 0.1547, -0.0750], [0.0390, -0.1614, 0.1818], [-0.2587, -1.6034, -0.4758], [-0.9690, 0.3873, -0.4589], [3.6021, 0.7656, 2.9167], [-1.5140, -0.7604, -0.5396], [-0.0537, 0.4914, -1.4464], [0.0608, 0.0859, -0.2547], [-0.2749, 0.2617, -0.2675], [0.1718, 0.0154, -0.4554], [-0.3089, 0.5244, 0.1820], [-0.5591, 0.0178, 0.5301], [-0.0413, 0.0483, -0.1038], [0.2906, -0.1450, 0.5563], [-2.0205, -1.7276, -1.0287], [2.3591, 1.4512, 1.1307], [0.1165, 1.5251, 0.4635], [-0.1367, -0.4966, -1.2016], [-0.1327, 0.0800, -0.5266], [-0.1406, 0.0735, 0.0908], [-0.1880, -0.7585, 0.0935], [-0.5697, -0.0644, -0.3667], [0.5350, 0.1775, 0.8245], [0.0842, -0.0234, 0.0404], [-0.1289, -0.0273, 0.2368], [0.1525, -0.2231, 0.1305]], "lowdin_charge": [-0.1071, -0.2721, -0.2004, -0.2359, -0.0691, -0.2359, -0.0670, 0.0706, 0.0732, 0.0845, 0.1059, 0.1148, 0.1041, 0.0833, 0.0691, 0.0585, 0.0649, 0.0816, 0.1148, 0.0775, 0.0384, 0.0623, -0.0714, -0.2631, -0.2003, -0.2499, -0.0847, -0.2622, -0.0860, 0.0661, 0.0640, 0.0576, 0.1177, 0.0957, 0.1170, 0.1167, 0.0728, 0.0645, 0.0490, 0.1149, 0.1087, 0.0748, 0.0721, 0.0500, -0.0815, -0.2724, -0.1870, -0.2737, -0.0924, -0.2428, -0.0827, 0.0729, 0.0600, 0.0744, 0.1123, 0.0994, 0.1101, 0.1162, 0.0695, 0.0600, 0.0821, 0.0964, 0.1051, 0.0487, 0.0564, 0.0801, -0.0982, -0.2139, -0.1853, -0.2619, -0.0965, -0.2898, -0.0785, 0.0671, 0.0688, 0.0626, 0.0922, 0.1080, 0.1098, 0.1012, 0.0545, 0.0555, 0.0794, 0.1014, 0.0912, 0.0740, 0.0664, 0.0736, -0.0907, -0.2480, -0.1686, -0.2308, -0.0937, -0.2664, -0.0812, 0.0667, 0.0723, 0.0606, 0.1145, 0.0717, 0.0925, 0.1132, 0.0481, 0.0790, 0.0683, 0.1092, 0.0938, 0.0510, 0.0670, 0.0713, -0.3671, 0.0002, -0.1406, -0.0090, -0.0425, 0.1119, 0.0729, 0.0573, 0.0767, 0.0928, 0.0669, 0.0756, -0.3221, -0.0496, -0.1719, -0.0457, -0.0271, 0.1276, 0.0678, 0.0769, 0.0872, 0.0890, 0.0724, 0.0676]}